Record 1
Molecular formula: C5H11O3
Method: DFT, ωB97M-V with the def2-TZVPD basis set

Values from the calculation:
ΔE to the lowest compared entry with this formula, charge and spin = 51.4 kcal per mole
Spin multiplicity = 1
HOMO-LUMO gap = 6.522 eV
Charge = -1
Energy = -11505.8366 eV

Element x y z (Å)
C (0.267, -1.959, -0.620)
O (-0.775, -1.462, -1.427)
C (-0.049, -1.880, 0.856)
C (0.090, -0.423, 1.421)
C (-0.883, 0.545, 0.813)
C (-0.601, 1.794, 0.307)
O (-1.450, 2.602, -0.203)
H (0.466, -2.958, -0.986)
H (1.176, -1.375, -0.850)
H (0.493, -2.584, 1.497)
H (-1.121, -2.105, 0.969)
H (-0.057, -0.484, 2.507)
H (1.135, -0.176, 1.212)
H (-1.928, 0.243, 0.838)
H (-1.124, -0.632, -1.062)
H (0.431, 2.211, 0.272)
H (1.959, 0.588, -0.415)
H (2.134, 1.946, -1.026)
O (2.646, 1.139, -0.817)


Record 2
Molecular formula: C5H11O3
Method: DFT, ωB97M-V with the def2-TZVPD basis set

Values from the calculation:
ΔE to the lowest compared entry with this formula, charge and spin = 36.1 kcal per mole
Spin multiplicity = 1
HOMO-LUMO gap = 8.101 eV
Charge = -1
Energy = -11506.5030 eV

Element x y z (Å)
C (0.844, 0.666, 0.698)
C (0.667, 1.920, 1.442)
C (2.289, 0.277, 0.569)
O (0.259, -0.390, 1.429)
H (0.359, 0.568, -0.356)
H (1.653, 2.249, 1.910)
H (2.468, -0.145, -0.434)
H (2.968, 1.092, 0.820)
H (2.457, -0.582, 1.280)
H (-0.615, -0.717, 0.933)
H (-0.038, 1.800, 2.335)
H (0.125, 2.672, 0.816)
C (-1.747, -1.262, -2.230)
C (-2.106, -1.541, -0.751)
O (-2.121, -0.466, -0.123)
O (-2.429, -2.642, -0.488)
H (-0.803, -1.738, -2.593)
H (-1.671, -0.121, -2.442)
H (-2.560, -1.637, -2.814)


Record 3
Molecular formula: C5H11O3
Method: DFT, ωB97M-V with the def2-TZVPD basis set

Values from the calculation:
ΔE to the lowest compared entry with this formula, charge and spin = 5.1 kcal per mole
Spin multiplicity = 1
HOMO-LUMO gap = 8.734 eV
Charge = -1
Energy = -11507.8445 eV

Element x y z (Å)
C (-1.462, -0.808, -0.806)
O (-1.386, 0.181, -1.817)
C (-1.800, -0.226, 0.558)
C (-1.646, -1.258, 1.658)
H (-2.253, -1.516, -1.094)
H (-0.504, -1.340, -0.742)
H (-0.616, 0.778, -1.576)
H (-1.102, 0.602, 0.731)
H (-2.820, 0.184, 0.559)
H (-0.621, -1.620, 1.724)
H (-1.962, -0.892, 2.646)
H (-2.293, -2.121, 1.427)
O (0.924, 1.425, -1.093)
C (1.808, 0.876, -0.366)
O (1.675, -0.083, 0.433)
C (3.250, 1.356, -0.545)
H (3.739, 1.236, 0.423)
H (3.811, 0.806, -1.307)
H (3.257, 2.419, -0.814)